(1)
Below is a structure of composition C30H21BrN7S2SbSe4Ti, with properties calculated with ωB97M-V/def2-TZVPD.

The value obtained for the energy above the lowest of the compared OMol25 structures with the same formula, charge and spin is 2.3 kcal/mol. The HOMO energy (spin up / spin down) comes out at -1.17 / -2.02 eV. Its net charge is -2. The spin multiplicity is 3. For the HOMO-LUMO gap (spin up / spin down), the calculation gives 4.58 / 5.43 eV. The expectation value of S² is 2.04.

Last column: Löwdin spin population.
CARTESIAN COORDINATES (ANGSTROEM)
Ti -0.842 0.194 -0.687  1.009
S 1.205 5.538 3.693  0.011
C 0.026 6.780 3.794  0.034
C -0.993 6.558 2.922  0.000
C -0.817 5.377 2.154  0.034
C 0.334 4.699 2.454  -0.001
C 0.850 3.450 1.904  0.094
C 0.004 2.605 1.216  0.030
N 0.365 1.431 0.683  0.146
C 1.698 1.074 0.791  0.103
C 2.637 1.875 1.484  0.019
C 4.003 1.400 1.545  0.019
C 4.386 0.257 0.947  -0.015
C 3.454 -0.537 0.190  0.043
C 3.788 -1.688 -0.494  0.021
C 2.831 -2.371 -1.247  0.074
C 1.549 -1.813 -1.313  0.001
N 1.195 -0.713 -0.674  0.080
C 2.119 -0.071 0.107  0.066
C 3.143 -3.619 -1.946  -0.002
C 4.249 -4.415 -1.811  0.025
C 4.214 -5.568 -2.639  0.000
C 3.080 -5.634 -3.389  0.022
S 2.055 -4.295 -3.100  0.011
C 2.208 3.053 2.056  0.155
H 0.153 7.602 4.480  0.002
H -1.842 7.221 2.818  -0.001
H -1.508 5.053 1.389  0.002
H -1.036 2.877 1.087  -0.001
H 4.724 2.005 2.083  0.001
H 5.418 -0.072 1.001  -0.001
H 4.812 -2.044 -0.458  0.001
H 0.764 -2.274 -1.906  -0.002
H 5.056 -4.191 -1.127  0.002
H 4.994 -6.317 -2.670  -0.001
H 2.789 -6.396 -4.093  0.001
H 2.918 3.691 2.570  0.011
C -1.194 -4.541 -0.002  0.000
C -2.032 -3.707 0.969  0.001
C -1.532 -2.342 1.103  0.007
N -1.181 -1.251 1.171  0.008
H -1.647 -5.526 -0.100  0.000
H -0.166 -4.654 0.347  0.000
H -1.195 -4.076 -0.987  -0.001
H -2.063 -4.149 1.967  0.000
H -3.065 -3.592 0.619  0.000
N -0.378 1.644 -2.283  0.025
C 0.610 1.473 -2.894  0.006
N 1.641 1.271 -3.633  -0.001
C 2.842 1.444 -3.098  0.000
N 3.931 1.569 -2.718  -0.001
Br -4.829 1.332 3.567  0.000
C -4.397 1.434 1.726  0.000
C -5.381 1.650 0.780  0.004
C -5.006 1.696 -0.547  0.000
C -3.673 1.519 -0.877  0.006
N -2.730 1.310 0.048  0.006
C -3.089 1.247 1.334  0.005
H -6.419 1.732 1.072  0.000
H -5.732 1.782 -1.342  0.000
H -3.352 1.519 -1.911  0.001
H -2.310 1.040 2.056  0.000
Se -5.149 -1.938 0.293  -0.003
Sb -4.572 -2.175 -2.069  -0.003
Se -1.971 -1.431 -2.042  -0.046
Se -4.323 -4.442 -2.839  -0.004
Se -5.625 -0.557 -3.526  -0.004

***

(2)
Below is a structure of composition C30H21F3O6OsS2Sb, with properties calculated with ωB97M-V/def2-TZVPD.

The value obtained for the energy above the lowest of the compared OMol25 structures with the same formula, charge and spin is 2.0 kcal/mol. The HOMO energy (spin up / spin down) comes out at -11.03 / -11.61 eV. Its net charge is +1. The spin multiplicity is 5. For the HOMO-LUMO gap (spin up / spin down), the calculation gives 7.58 / 6.17 eV. The expectation value of S² is 6.04.

Last column: Löwdin spin population.
CARTESIAN COORDINATES (ANGSTROEM)
Os -0.756 -0.330 1.847  2.700
O -0.013 1.142 4.182  0.023
S 1.387 0.534 3.633  0.024
O 1.202 0.612 2.146  0.052
O -1.107 0.993 3.248  0.176
C 1.217 -1.208 4.066  0.013
C 1.094 -1.324 5.446  0.005
C 0.963 -2.562 6.055  0.000
C 0.970 -3.699 5.270  0.006
C 1.106 -3.592 3.890  -0.001
C 1.242 -2.363 3.263  0.013
S 1.354 -2.475 1.460  0.015
O 1.520 -3.847 1.134  0.003
O 2.296 -1.503 1.001  0.004
O -0.087 -2.048 1.041  0.186
H 1.096 -0.430 6.060  0.000
H 0.866 -2.627 7.130  0.000
H 0.877 -4.678 5.718  0.000
H 1.123 -4.483 3.279  0.000
F -3.734 1.934 -5.468  0.001
C -2.854 1.603 -4.519  0.002
C -1.814 2.471 -4.243  0.003
C -0.905 2.120 -3.258  0.012
C -1.043 0.919 -2.565  0.054
C -2.101 0.067 -2.867  0.006
C -3.018 0.401 -3.849  0.000
Sb 0.402 0.367 -1.142  0.256
C 1.319 2.185 -0.653  0.030
C 0.598 3.089 0.127  0.004
C 1.133 4.319 0.462  0.000
C 2.409 4.620 0.014  0.005
F 2.939 5.803 0.339  0.002
C 3.153 3.745 -0.756  0.000
C 2.596 2.520 -1.091  0.010
C 1.807 -0.708 -2.264  0.056
C 1.406 -1.247 -3.486  0.015
C 2.305 -1.945 -4.274  0.000
C 3.602 -2.089 -3.817  0.011
F 4.478 -2.761 -4.570  0.004
C 4.029 -1.567 -2.608  0.001
C 3.118 -0.882 -1.823  0.012
H -1.728 3.397 -4.795  0.000
H -0.091 2.797 -3.033  0.001
H -2.225 -0.871 -2.338  0.001
H -3.845 -0.246 -4.104  0.000
H -0.395 2.838 0.490  -0.001
H 0.590 5.038 1.059  0.000
H 4.141 4.031 -1.088  0.000
H 3.168 1.838 -1.708  0.001
H 0.392 -1.116 -3.845  0.001
H 2.021 -2.370 -5.226  0.000
H 5.053 -1.711 -2.294  0.000
H 3.436 -0.504 -0.861  0.001
C -5.369 -0.442 0.657  0.082
C -4.517 0.353 -0.099  -0.007
C -3.170 0.420 0.210  0.062
C -2.657 -0.325 1.277  0.045
C -3.534 -1.107 2.054  0.099
C -4.879 -1.165 1.738  0.001
H -6.421 -0.490 0.410  0.004
H -4.903 0.930 -0.928  -0.002
H -2.531 1.071 -0.371  0.000
H -3.163 -1.672 2.902  0.009
H -5.546 -1.773 2.334  -0.001

***

(3)
Below is a structure of composition C30H21MnN4, with properties calculated with ωB97M-V/def2-TZVPD.

The HOMO energy (spin up / spin down) comes out at -13.99 / -14.03 eV. Its net charge is +2. The spin multiplicity is 5. For the HOMO-LUMO gap (spin up / spin down), the calculation gives 7.35 / 7.06 eV. The expectation value of S² is 6.14.

Last column: Löwdin spin population.
CARTESIAN COORDINATES (ANGSTROEM)
Mn -0.789 -0.002 -0.356  3.960
C -1.240 4.337 -0.636  0.000
C -1.445 4.670 0.690  0.009
C -1.567 3.655 1.634  0.000
C -1.476 2.345 1.223  0.007
N -1.256 2.025 -0.077  0.003
C -1.144 3.000 -0.979  0.011
C -1.644 1.178 2.134  0.012
C -2.015 1.215 3.464  -0.001
C -2.188 0.008 4.129  0.012
C -2.022 -1.203 3.466  -0.001
C -1.651 -1.171 2.137  0.012
N -1.445 0.002 1.529  0.018
C -1.489 -2.341 1.228  0.007
C -1.588 -3.650 1.643  0.000
C -1.472 -4.667 0.702  0.009
C -1.264 -4.340 -0.625  0.000
C -1.159 -3.004 -0.971  0.011
N -1.267 -2.025 -0.072  0.003
H -1.153 5.095 -1.402  0.000
H -1.516 5.706 0.994  0.000
H -1.732 3.891 2.676  0.000
H -0.975 2.689 -2.001  0.000
H -2.185 2.152 3.975  0.000
H -2.481 0.010 5.171  0.001
H -2.199 -2.137 3.980  0.000
H -1.756 -3.882 2.685  0.000
H -1.549 -5.702 1.008  0.000
H -1.180 -5.099 -1.389  0.000
H -0.988 -2.697 -1.995  0.000
C -1.663 -0.006 -4.514  -0.014
C -0.385 -0.005 -5.057  0.030
C 0.734 -0.004 -4.231  -0.010
C 0.581 -0.004 -2.849  0.003
C -0.705 -0.005 -2.316  -0.158
C -1.824 -0.005 -3.132  0.004
C 1.710 -0.003 -1.885  0.008
C 3.058 0.000 -2.288  0.003
C 4.040 0.003 -1.344  0.006
C 3.706 0.001 0.027  0.003
C 4.688 0.003 1.046  0.001
C 4.323 0.001 2.359  0.001
C 2.954 -0.003 2.703  0.001
C 1.987 -0.005 1.738  0.003
C 2.339 -0.003 0.372  0.008
N 1.368 -0.004 -0.600  0.039
H -2.530 -0.006 -5.161  -0.002
H -0.255 -0.005 -6.131  0.001
H 1.718 -0.004 -4.679  -0.002
H -2.826 -0.006 -2.713  0.000
H 3.309 0.001 -3.338  0.000
H 5.083 0.005 -1.637  0.000
H 5.734 0.007 0.762  0.000
H 5.075 0.003 3.137  0.000
H 2.671 -0.006 3.748  0.000
H 0.942 -0.010 2.017  0.002

***

Number 1: E_tot -424639.3091 eV, molar mass 1109.1 g/mol. Number 2: E_tot -82549.6380 eV, molar mass 910.6 g/mol. Number 3: E_tot -68720.4672 eV, molar mass 492.5 g/mol.